17
Properties=species:S:1:pos:R:3 method="wB97M-V/def2-TZVPD" gap_ev=12.2 multiplicity=1 charge=+1 de_lowest_kj_mol=191.2 e_homo_ev=-15.3
C 0.935 0.293 0.975
C -2.490 -0.190 0.626
C 1.343 0.597 -0.394
N 0.784 -0.408 -1.362
O -3.654 -0.718 0.870
O -1.673 -0.517 -0.175
O 2.713 0.536 -0.707
H 1.451 0.977 1.649
H -0.229 0.334 1.142
H 1.253 -0.704 1.216
H -2.678 0.834 1.140
H 0.335 0.057 -2.189
H 0.122 -1.102 -0.854
H 1.537 -0.884 -1.904
H -3.834 -1.592 0.543
H 0.929 1.666 -0.628
H 3.153 0.822 0.051

---

134
Properties=species:S:1:pos:R:3 method="wB97M-V/def2-TZVPD" gap_ev=9.0 multiplicity=1 charge=+1 e_homo_ev=-10.7
K -0.340 -2.719 -0.232
C 4.714 -0.647 0.584
C 3.698 -0.648 -0.484
O 2.688 -1.610 -0.266
O 4.099 -0.426 1.888
H 5.455 0.150 0.506
H 5.110 -1.637 0.636
H 4.025 -0.778 -1.512
H 3.262 0.390 -0.368
H 2.460 -1.612 0.694
H 4.013 0.513 2.142
C -5.882 4.163 -1.309
O -4.654 3.426 -1.500
C -4.418 2.780 -2.757
C -3.571 1.544 -2.412
N -3.043 0.900 -3.646
C -1.986 -0.175 -3.553
C -2.529 -1.456 -2.960
O -2.559 -1.283 -1.581
C -3.668 -1.828 -0.896
H -5.982 4.439 -0.232
H -6.732 3.618 -1.661
H -5.837 5.149 -1.824
H -3.839 3.365 -3.460
H -5.364 2.480 -3.316
H -4.235 0.892 -1.833
H -2.796 1.958 -1.812
H -3.767 0.623 -4.283
H -1.129 0.211 -3.009
H -1.632 -0.353 -4.627
H -1.850 -2.261 -3.185
H -3.543 -1.533 -3.364
H -4.686 -1.329 -1.070
H -3.423 -1.899 0.203
H -3.857 -2.840 -1.213
C 1.745 -3.376 -2.998
O 0.454 -3.798 -2.578
C 0.333 -5.177 -2.302
C -1.124 -5.573 -2.273
N -1.818 -5.119 -1.105
C -1.416 -5.729 0.138
C -2.201 -5.320 1.323
O -2.230 -3.968 1.578
C -3.183 -3.629 2.573
H 2.355 -4.229 -3.330
H 2.337 -2.968 -2.171
H 1.586 -2.685 -3.805
H 0.904 -5.485 -1.412
H 0.808 -5.755 -3.082
H -1.166 -6.657 -2.356
H -1.576 -5.109 -3.174
H -2.831 -5.134 -1.133
H -0.344 -5.567 0.407
H -1.449 -6.879 0.052
H -1.703 -5.857 2.182
H -3.218 -5.693 1.184
H -4.227 -3.708 2.275
H -2.985 -2.652 2.919
H -3.111 -4.300 3.413
C 0.321 0.822 -0.780
O 0.166 -0.006 0.417
C 0.637 0.624 1.626
C 0.329 -0.376 2.699
N 1.235 -1.597 2.522
C 0.822 -2.884 3.212
C 1.766 -4.054 2.807
O 1.724 -4.021 1.379
C 2.861 -4.795 0.834
H 0.357 0.066 -1.601
H 1.249 1.330 -0.882
H -0.565 1.456 -0.980
H 0.105 1.605 1.809
H 1.684 0.794 1.443
H -0.678 -0.707 2.585
H 0.380 -0.005 3.707
H 2.140 -1.339 2.863
H -0.216 -3.142 2.759
H 0.684 -2.853 4.335
H 1.381 -5.015 3.195
H 2.760 -3.955 3.183
H 2.702 -4.678 -0.257
H 3.025 -5.847 1.098
H 3.772 -4.241 1.039
C 0.628 3.342 -5.816
C 0.530 2.998 -4.334
C 1.460 3.700 -3.335
O 2.755 3.216 -3.567
C 3.808 3.999 -3.044
N -0.858 3.193 -3.867
H -0.129 2.851 -6.456
H 1.647 3.212 -6.161
H 0.361 4.366 -5.959
H 0.694 1.944 -4.204
H 1.068 3.447 -2.331
H 1.468 4.839 -3.368
H 4.737 3.709 -3.588
H 4.027 3.974 -1.928
H 3.490 5.026 -3.138
H -1.327 2.319 -4.159
H -1.308 4.035 -4.357
C 5.187 2.704 5.162
C 3.683 2.424 4.944
C 3.233 3.062 3.634
O 4.067 2.464 2.620
C 4.200 3.227 1.463
N 3.451 1.029 5.017
H 5.615 2.308 6.106
H 5.370 3.800 5.099
H 5.817 2.290 4.386
H 3.101 2.982 5.695
H 3.372 4.176 3.587
H 2.214 2.830 3.409
H 3.249 3.587 1.128
H 4.556 2.567 0.700
H 4.959 4.053 1.605
H 4.188 0.626 4.442
H 3.649 0.579 5.948
C -2.503 1.712 3.603
C -3.403 1.475 2.323
C -3.397 2.680 1.372
O -2.049 3.004 1.033
C -1.737 4.356 0.654
N -2.971 0.281 1.617
H -1.494 1.843 3.195
H -2.624 0.787 4.170
H -2.797 2.611 4.161
H -4.423 1.274 2.750
H -3.882 3.422 1.903
H -3.954 2.475 0.517
H -1.875 4.464 -0.417
H -0.683 4.524 0.796
H -2.363 5.092 1.263
H -2.030 0.458 1.299
H -3.556 0.285 0.805

---

17
Properties=species:S:1:pos:R:3 method="wB97M-V/def2-TZVPD" gap_ev=7.6 multiplicity=1 charge=-1 de_lowest_kj_mol=0.0 e_homo_ev=-4.6
C 2.170 -0.101 -1.405
C 1.313 -1.159 -1.231
C 1.904 1.098 -0.731
C 0.287 -1.126 -0.305
C 0.828 1.239 0.165
C 0.037 0.159 0.363
C -1.517 0.107 1.962
N -2.555 -0.168 1.378
O -3.665 -0.285 1.936
Cl -1.010 0.137 3.578
Cl -2.575 0.354 -1.553
H 3.089 -0.151 -2.077
H 1.472 -2.080 -1.744
H 2.652 1.908 -0.733
H -0.573 -1.834 -0.316
H 0.567 2.262 0.389
H -2.422 -0.358 0.324

---

130
Properties=species:S:1:pos:R:3 method="wB97M-V/def2-TZVPD" gap_ev="3.6 / 4.2" multiplicity=2 charge=-2 de_lowest_kj_mol=17.5 e_homo_ev="0.0 / -0.5"
Ru 0.731 -0.631 0.007
C -6.078 -4.929 -0.455
O -4.971 -4.357 0.200
C -5.163 -3.864 1.462
C -6.257 -4.149 2.253
C -6.370 -3.577 3.521
C -5.392 -2.708 3.961
C -4.291 -2.408 3.162
C -4.139 -3.000 1.912
N -3.093 -2.782 1.039
C -2.018 -1.879 1.194
N -1.400 -2.025 2.379
C -0.099 -1.669 2.838
C 0.935 -1.190 2.020
C 2.127 -0.937 2.742
C 2.276 -1.148 4.097
C 1.230 -1.655 4.866
C 0.049 -1.921 4.212
O -1.068 -2.447 4.866
C -0.795 -3.322 5.935
N -1.660 -1.103 0.226
C -2.618 -1.010 -0.827
C -2.285 -1.358 -2.128
C -3.207 -1.329 -3.169
C -4.508 -0.942 -2.925
C -4.882 -0.577 -1.635
C -3.956 -0.604 -0.600
O -4.293 -0.286 0.680
C -5.603 0.163 0.931
H -5.773 -5.086 -1.486
H -6.941 -4.257 -0.426
H -6.355 -5.890 -0.010
H -7.028 -4.815 1.889
H -7.224 -3.811 4.144
H -5.476 -2.235 4.932
H -3.565 -1.681 3.500
H -3.313 -2.987 0.075
H -1.820 -2.717 2.979
H 2.987 -0.580 2.195
H 3.225 -0.917 4.573
H 1.334 -1.824 5.931
H -1.697 -3.912 6.100
H -0.558 -2.777 6.855
H 0.040 -3.986 5.695
H -1.276 -1.688 -2.308
H -2.885 -1.614 -4.163
H -5.242 -0.914 -3.723
H -5.904 -0.284 -1.437
H -5.635 0.422 1.987
H -6.340 -0.623 0.736
H -5.845 1.047 0.331
C 5.351 0.183 -0.033
C 3.861 0.352 0.115
S 2.861 -0.964 -0.470
C 3.300 1.436 0.682
C 4.142 2.591 1.163
S 1.583 1.570 0.919
H 5.580 -0.698 -0.634
H 5.847 0.056 0.939
H 5.815 1.050 -0.518
H 4.863 2.269 1.925
H 3.510 3.364 1.597
H 4.717 3.041 0.345
C 0.127 0.782 -1.623
Si -0.711 2.404 -1.394
C -2.091 2.668 -0.081
N -1.876 2.421 1.346
C -0.943 3.338 2.017
C -1.628 4.398 2.897
C -2.932 4.882 2.273
C -3.894 3.692 2.100
C -3.120 2.360 2.090
C -1.745 2.815 -2.958
C -2.856 2.021 -3.263
C -3.598 2.205 -4.420
C -3.243 3.204 -5.319
C -2.148 4.009 -5.040
C -1.414 3.816 -3.874
C 0.460 3.911 -1.320
C 1.778 3.816 -1.777
C 2.633 4.907 -1.765
C 2.190 6.137 -1.290
C 0.881 6.264 -0.850
C 0.032 5.162 -0.876
H 1.067 1.000 -2.148
H -0.502 0.245 -2.345
H -2.881 1.981 -0.415
H -2.501 3.683 -0.259
H -0.344 3.836 1.259
H -0.238 2.763 2.619
H -0.929 5.224 3.054
H -1.847 3.983 3.887
H -2.717 5.338 1.302
H -3.391 5.660 2.890
H -4.455 3.795 1.167
H -4.634 3.673 2.908
H -3.732 1.572 1.669
H -2.882 2.052 3.115
H -3.146 1.227 -2.582
H -4.447 1.561 -4.624
H -3.812 3.350 -6.230
H -1.858 4.791 -5.735
H -0.563 4.458 -3.676
H 2.149 2.856 -2.119
H 3.655 4.794 -2.109
H 2.864 6.986 -1.256
H 0.519 7.218 -0.483
H -0.991 5.288 -0.537
C 1.355 -6.361 0.297
N 1.284 -5.092 0.981
C 2.558 -4.394 0.908
C 0.165 -4.228 0.568
C 0.202 -3.728 -0.863
C -0.163 -4.648 -1.855
C 0.015 -4.385 -3.204
C 0.599 -3.174 -3.555
C 0.879 -2.234 -2.575
C 0.634 -2.422 -1.193
H 2.127 -6.976 0.770
H 1.603 -6.278 -0.774
H 0.399 -6.887 0.382
H 3.326 -4.995 1.406
H 2.483 -3.427 1.406
H 2.882 -4.196 -0.125
H 0.196 -3.375 1.235
H -0.759 -4.793 0.753
H -0.602 -5.596 -1.552
H -0.267 -5.115 -3.956
H 0.808 -2.945 -4.596
H 1.289 -1.280 -2.889

---

80
Properties=species:S:1:pos:R:3 method="wB97M-V/def2-TZVPD" gap_ev="4.6 / 4.8" multiplicity=1 charge=+2 e_homo_ev="-12.9 / -13.0"
Pb 0.989 -1.880 0.312
C 5.015 -2.109 2.445
N 4.732 -3.329 1.741
C 5.025 -4.584 2.165
C 4.554 -5.447 1.220
N 3.966 -4.732 0.229
B 3.364 -5.468 -0.985
N 2.760 -4.511 -2.037
C 3.326 -4.151 -3.218
C 2.373 -3.539 -3.980
N 1.223 -3.527 -3.253
C -0.035 -2.980 -3.678
C 1.488 -4.107 -2.068
S 0.361 -4.282 -0.766
C 4.079 -3.434 0.559
S 3.599 -2.043 -0.335
H 5.703 -2.321 3.261
H 4.094 -1.686 2.851
H 5.469 -1.382 1.771
H 5.545 -4.775 3.080
H 4.604 -6.515 1.188
H 4.233 -6.088 -1.501
H 2.496 -6.180 -0.590
H 4.357 -4.349 -3.436
H 2.427 -3.141 -4.973
H -0.082 -3.011 -4.764
H -0.122 -1.946 -3.336
H -0.846 -3.572 -3.255
Cl -1.272 5.110 0.672
C -0.585 5.475 -0.864
C -0.009 6.721 -1.045
C 0.679 7.005 -2.214
C 0.841 6.030 -3.187
C 0.263 4.789 -3.010
Cl 0.457 3.577 -4.224
C -0.524 4.494 -1.873
N -1.114 3.246 -1.808
C -2.398 2.919 -1.501
C -3.356 3.907 -1.199
C -4.653 3.558 -0.923
C -5.037 2.214 -0.908
C -4.123 1.235 -1.249
C -2.814 1.556 -1.588
C -1.925 0.492 -2.122
C -0.931 -0.175 -1.128
O -1.253 -0.385 0.040
O 0.158 -0.536 -1.640
H -0.080 7.456 -0.258
H 1.110 7.982 -2.356
H 1.414 6.232 -4.079
H -0.576 2.535 -2.302
H -3.074 4.945 -1.239
H -5.379 4.328 -0.726
H -6.060 1.949 -0.697
H -4.429 0.200 -1.289
H -1.336 0.834 -2.977
H -2.545 -0.345 -2.456
C -3.766 2.535 2.260
C -2.733 1.518 2.611
C -1.376 1.779 2.457
C -0.410 0.840 2.769
C 1.041 1.183 2.614
C -0.819 -0.403 3.290
C 0.139 -1.437 3.623
O 1.059 -1.835 2.916
C -2.189 -0.677 3.483
C -2.635 -2.021 3.960
C -3.118 0.280 3.121
H -3.333 3.381 1.734
H -4.258 2.901 3.160
H -4.538 2.091 1.632
H -1.061 2.747 2.096
H 1.179 2.261 2.602
H 1.425 0.787 1.672
H 1.649 0.769 3.415
H 0.007 -1.910 4.608
H -2.278 -2.805 3.293
H -3.719 -2.076 3.996
H -2.249 -2.224 4.958
H -4.169 0.057 3.232

---

27
Properties=species:S:1:pos:R:3 method="wB97M-V/def2-TZVPD" gap_ev=10.6 multiplicity=1 de_lowest_kj_mol=423.4 e_homo_ev=-10.8
O -1.089 -0.649 1.460
H -0.848 -0.062 0.638
H -0.499 -0.278 2.127
O -0.636 0.669 -0.762
H -0.988 1.509 -0.747
H -1.168 0.113 -1.438
O -2.641 -3.273 -0.523
H -1.942 -3.097 0.198
H -3.249 -2.690 -0.256
O -2.436 0.838 -2.488
H -2.486 -0.013 -3.077
H -3.288 1.255 -2.567
O -0.157 -0.684 -3.414
H 0.392 -1.444 -3.897
H -0.665 -1.271 -2.697
O 2.191 3.054 1.872
H 2.753 2.497 1.415
H 1.553 3.360 1.220
O 3.809 -0.147 1.925
H 3.294 -0.822 2.244
H 4.110 -0.598 1.178
O -2.439 -0.340 4.046
H -2.642 0.317 3.327
H -1.457 -0.367 4.104
O 3.821 0.862 -1.200
H 3.710 -0.029 -1.593
H 2.998 1.291 -1.097

---

13
Properties=species:S:1:pos:R:3 method="wB97M-V/def2-TZVPD" gap_ev=9.5 multiplicity=1 de_lowest_kj_mol=426.1 e_homo_ev=-8.9
C 0.736 -0.527 0.962
C -0.465 -0.014 0.326
H 1.767 0.738 -0.703
H 1.227 0.001 1.758
H 0.362 -1.559 1.275
H -0.859 -1.808 -0.126
H -2.276 0.184 -0.880
H -0.079 2.893 -0.189
N -1.402 -1.010 0.191
N -0.736 1.143 -0.144
O -2.603 -0.565 -0.402
O 0.254 1.999 0.151
S 1.999 -0.600 -0.450

---

15
Properties=species:S:1:pos:R:3 method="wB97M-V/def2-TZVPD" gap_ev="5.6 / 5.6" multiplicity=1 de_lowest_kj_mol=495.0 e_homo_ev="-7.8 / -7.8"
C -0.978 0.642 -0.620
C 0.353 1.067 -0.899
C -1.204 -0.643 -0.242
C 1.538 0.579 -0.601
C 3.411 0.222 1.177
C -2.626 -0.927 0.147
P 2.895 -0.435 -0.240
S -0.141 -1.973 -0.019
H -1.860 1.198 -0.863
H 0.469 1.988 -1.401
H 4.323 0.125 1.655
H 2.899 1.116 1.535
H -2.758 -1.649 0.950
H -3.125 0.107 0.094
H -3.196 -1.417 -0.673

---

11
Properties=species:S:1:pos:R:3 method="wB97M-V/def2-TZVPD" gap_ev=10.1 multiplicity=1 de_lowest_kj_mol=118.9 e_homo_ev=-9.4
C -1.572 -0.046 0.239
C -0.313 -0.499 -0.451
O -0.246 -1.526 -1.092
C 0.930 0.576 -0.431
O 0.877 1.631 -1.011
N 1.863 0.010 0.354
H -2.414 -0.699 -0.011
H -1.467 0.020 1.330
H -1.750 0.963 -0.138
H 1.294 -0.792 0.621
H 2.798 0.360 0.590

---

29
Properties=species:S:1:pos:R:3 method="wB97M-V/def2-TZVPD" gap_ev=8.4 multiplicity=1 charge=+2 e_homo_ev=-17.1
N 5.749 -0.041 0.047
N 4.372 0.031 0.127
C 3.681 0.368 1.267
C 2.213 0.470 1.334
C 1.435 0.181 0.126
C -0.096 0.195 0.019
C -0.839 0.824 -1.106
C -2.309 0.768 -1.174
N -3.035 0.123 -0.192
P -4.813 -0.028 -0.223
O -5.442 0.844 -1.232
O -5.125 -1.616 -0.613
O -5.378 0.158 1.304
C -2.394 -0.457 0.911
C -0.946 -0.452 1.066
C 2.194 -0.162 -1.115
C 3.642 -0.222 -1.034
H 6.024 -0.455 -0.852
H 6.150 -0.626 0.787
H 4.284 0.562 2.186
H 1.702 0.758 2.285
H -0.309 1.357 -1.928
H -2.881 1.241 -2.019
H -4.301 -2.026 -0.948
H -5.934 0.967 1.334
H -3.015 -0.949 1.696
H -0.514 -0.937 1.973
H 1.669 -0.372 -2.074
H 4.216 -0.504 -1.953

---

12
Properties=species:S:1:pos:R:3 method="wB97M-V/def2-TZVPD" gap_ev="6.0 / 6.0" multiplicity=1 charge=-2 de_lowest_kj_mol=414.7 e_homo_ev="0.0 / 0.0"
C -1.494 -0.483 0.684
C -0.073 0.469 -1.883
C 0.480 -0.537 -0.829
N 1.440 -0.046 -0.113
O 0.340 1.624 -1.789
O 2.276 -0.648 0.638
O -0.664 -0.024 -2.847
O -3.397 -1.025 2.563
S -2.461 -1.497 1.475
H -1.800 0.590 1.032
H 0.565 -1.586 -0.894
H 1.773 0.896 -0.379

---

Total energy per entry: -10898.4821, -82323.9559, -35935.4017, -102759.3967, -99957.0579, -18717.7478, -20077.6697, -26453.7708, -8776.4624, -30450.0120, -23670.2628 eV